(1)
Molecular formula: C5H13NO
Method: DFT, ωB97M-V/def2-TZVPD

Each line ends with the natural charge from an NBO analysis.
Cartesian coordinates (Å):
O1 -1.36916 -1.65561 2.05226  -0.589
N1 0.56399 -1.54899 0.84234  -0.834
C1 0.69366 2.40727 -1.40175  -0.409
C2 -1.47172 -1.72438 -0.37010  -0.746
C3 2.04263 1.65104 -1.43165  -0.611
C4 -0.79534 -1.58383 1.00099  0.682
C5 -0.11990 1.95447 -0.17731  -0.621
H1 1.08562 3.40672 -1.19681  0.200
H2 -1.38567 -2.63995 -0.94533  0.237
H3 0.93410 -1.53265 -0.09575  0.393
H4 0.05258 2.44760 -2.27276  0.206
H5 -2.54131 -1.51120 -0.27988  0.237
H6 1.16646 -1.39719 1.62500  0.401
H7 2.65866 2.12981 -0.66964  0.205
H8 -1.19069 -0.91916 -1.06076  0.219
H9 0.50063 1.30110 0.43009  0.211
H10 -0.96182 1.30693 -0.45943  0.199
H11 2.63166 1.72612 -2.35200  0.212
H12 2.10437 0.56890 -1.26336  0.190
H13 -0.71253 2.71581 0.33319  0.218

Results
- Electronic energy: -8933.263 eV
- Strongest force on any atom: 2.37 eV/A
- LUMO level: 0.0289 hartree
- HOMO-LUMO gap: 10.751 eV
- SMILES: CC(N)=O.CCC
- Energy above the lowest of the compared OMol25 structures with the same formula, charge and spin: 17.2 kcal per mole

***

(2)
Molecular formula: C36H60F12O18
Method: DFT, ωB97M-V/def2-TZVPD

Each line ends with the Löwdin charge.
Cartesian coordinates (Å):
F1 1.75253 3.09762 2.94211  0.180
F2 -5.93873 1.89360 2.81760  0.104
F3 -6.47364 0.01387 3.76261  0.171
F4 0.08923 2.43179 5.86822  0.139
F5 -1.60281 2.16718 4.50919  0.171
F6 -4.89096 1.17343 4.66869  0.159
F7 -1.90451 -6.24357 -7.08681  0.175
F8 3.02823 4.78981 2.69357  0.198
F9 1.84744 4.12896 1.04705  0.119
F10 -1.60828 -4.17226 -7.18224  0.166
F11 -3.57332 -5.01969 -7.85455  0.149
F12 -1.94999 2.18250 6.69577  0.159
O1 1.29612 2.17093 -5.37664  -0.027
O2 -4.94486 -0.27229 1.48043  0.049
O3 0.57687 6.21219 3.33413  0.178
O4 -0.49555 4.56661 2.39943  0.028
O5 0.68700 -0.80637 -0.36556  -0.031
O6 7.90459 -4.41086 3.38121  0.127
O7 3.59579 0.58530 1.00857  -0.042
O8 -2.82023 -4.00810 -4.81632  0.015
O9 -1.07991 -0.37389 6.66678  0.183
O10 -3.24195 1.67950 -1.01508  0.052
O11 6.53445 -2.94717 2.25035  -0.049
O12 5.20332 1.90857 1.81385  0.120
O13 -0.38041 -0.12691 4.52742  0.001
O14 1.75169 0.66038 -3.74111  0.071
O15 -0.40815 -2.35724 -1.49230  0.073
O16 -3.78527 -6.03907 -5.12812  0.191
O17 -3.31063 -0.05540 3.03931  0.181
O18 -4.39762 3.36399 -1.95435  -0.023
C1 -5.41987 0.78630 3.49007  -0.483
C2 7.61429 -3.32516 3.00432  -0.533
C3 1.09772 0.98949 -4.71792  -0.495
C4 0.15117 0.01295 -5.37049  0.032
C5 -0.88490 0.28934 5.71392  -0.396
C6 0.64878 -1.96016 -1.01330  -0.532
C7 -0.25175 1.10643 0.56478  -0.042
C8 3.69468 1.12821 -0.31819  -0.202
C9 4.79476 0.42762 -1.13381  -0.057
C10 -3.28364 2.63441 -1.78211  -0.509
C11 -0.26751 -2.01373 3.07872  -0.043
C12 -1.80952 5.19960 2.66211  -0.156
C13 -4.00223 -0.85784 0.51979  -0.183
C14 -0.02321 -1.55516 4.50915  -0.155
C15 -5.55859 3.15197 -1.09780  -0.177
C16 4.46423 0.98950 1.95559  -0.560
C17 2.38210 3.00642 -5.07683  -0.228
C18 -0.50103 -0.01582 -0.34659  -0.228
C19 3.72179 2.61356 -5.74894  -0.061
C20 -2.59437 -4.80276 -2.51729  -0.050
C21 4.19673 0.24496 3.23943  0.038
C22 2.05174 -2.48123 -1.09465  0.039
C23 8.35973 -2.06526 3.37658  0.015
C24 -2.54416 -5.09695 -6.97517  -0.532
C25 -3.39989 -3.93703 -3.49152  -0.186
C26 -2.08476 3.09200 -2.58991  0.034
C27 -2.90120 4.35357 2.09149  -0.055
C28 -4.52421 -2.24807 0.31512  -0.046
C29 -3.19348 -5.11037 -5.50901  -0.396
C30 -1.12200 1.81671 5.69076  -0.507
C31 -4.39671 0.09479 2.61157  -0.439
C32 4.28438 -3.75291 1.82926  -0.053
C33 1.84912 4.29762 2.40376  -0.534
C34 0.57991 5.18677 2.75275  -0.437
C35 -6.41856 2.00045 -1.67968  -0.051
C36 5.76738 -3.92626 1.51843  -0.193
H1 6.06091 -3.72044 0.49954  0.119
H2 3.97514 -2.82152 1.41908  0.032
H3 -1.27378 -1.73540 2.79347  0.057
H4 3.53888 2.56387 -6.84081  0.083
H5 -2.99068 -4.66381 -1.52778  0.055
H6 -5.57409 -2.20211 -0.09625  0.098
H7 2.55085 -2.53637 -0.10603  0.073
H8 -1.17771 1.68516 0.90537  0.105
H9 2.06650 3.91196 -5.52976  0.108
H10 -2.31774 3.85818 -3.34810  0.091
H11 4.21253 1.68235 -5.42127  0.073
H12 -1.53483 -4.61993 -2.50009  0.064
H13 2.78637 0.76213 -0.77807  0.090
H14 -3.94237 4.66851 2.25281  0.092
H15 -1.70665 6.14860 2.17890  0.119
H16 -0.70282 -1.99614 5.20486  0.106
H17 0.47133 1.80873 0.20349  0.069
H18 5.77679 0.59783 -0.75285  0.059
H19 -1.86129 5.42223 3.72450  0.130
H20 -4.46494 -4.25776 -3.53437  0.134
H21 -7.09282 1.65948 -0.85306  0.096
H22 -2.81902 4.48430 1.01762  0.069
H23 -6.14159 4.06269 -1.19561  0.115
H24 -2.83533 3.27593 2.33095  0.077
H25 4.73168 0.66733 -2.25076  0.096
H26 3.17573 -0.12714 3.05531  0.085
H27 3.59904 -4.45107 1.35696  0.078
H28 -0.28557 -0.67912 -4.65138  0.089
H29 0.38303 -1.47323 2.38971  0.060
H30 9.34499 -2.28182 3.83063  0.097
H31 7.80248 -1.54147 4.14748  0.083
H32 0.98552 -1.59290 4.89326  0.126
H33 -0.58024 0.48204 -5.97818  0.070
H34 -0.69297 0.22869 -1.41485  0.130
H35 -3.06046 -0.96052 0.99884  0.080
H36 -4.62705 -2.67740 1.36285  0.109
H37 -3.90126 -2.89552 -0.32804  0.067
H38 4.63129 -0.66128 -1.22988  0.063
H39 4.96682 -0.48727 3.47091  0.080
H40 -6.88646 2.40304 -2.56367  0.071
H41 2.04356 -3.48382 -1.61270  0.110
H42 0.10081 0.66512 1.45959  0.056
H43 -1.52202 2.18641 -2.98308  0.100
H44 2.51052 3.02617 -3.98313  0.123
H45 4.17489 0.98283 4.02842  0.085
H46 4.08110 -3.71165 2.89727  0.086
H47 8.42979 -1.38868 2.54560  0.077
H48 4.51193 3.33875 -5.53142  0.074
H49 -3.41937 -2.89527 -3.26603  0.106
H50 -3.96671 -0.22420 -0.35440  0.098
H51 6.17766 -4.90866 1.76584  0.116
H52 0.80250 -0.52964 -6.05058  0.098
H53 -5.83932 1.13432 -1.92227  0.055
H54 -0.20488 -3.10898 2.87279  0.098
H55 -1.31481 -0.66118 -0.03249  0.096
H56 3.74621 2.23285 -0.30475  0.130
H57 2.54008 -1.75400 -1.74907  0.081
H58 -1.38411 3.51967 -1.85859  0.090
H59 -5.21687 2.98297 -0.04537  0.121
H60 -2.77853 -5.86119 -2.76897  0.084

Results
- Electronic energy: -107771.094 eV
- Strongest force on any atom: 4.06 eV/A
- LUMO level: 0.0097 hartree
- HOMO-LUMO gap: 10.431 eV
- SMILES: CCOC(=O)C(F)(F)F.CCOC(=O)C(F)(F)F.CCOC(=O)C(F)(F)F.CCOC(=O)C(F)(F)F.CCOC(C)=O.CCOC(C)=O.CCOC(C)=O.CCOC(C)=O.CCOC(C)=O

***

(3)
Molecular formula: C14H39N3O4P
Method: DFT, ωB97M-V/def2-TZVPD

Each line ends with the natural charge from an NBO analysis.
Cartesian coordinates (Å):
P1 2.35500 -0.95026 -2.70828  0.942
O1 1.16095 1.29356 -1.77396  -0.527
O2 1.64006 -1.61821 4.29383  -0.541
O3 -1.58808 3.99774 -0.25735  -0.567
O4 -2.13501 -0.44216 -3.20735  -0.708
N1 -2.05962 1.82052 1.54803  -0.822
N2 1.11925 -0.09980 -1.60142  -0.290
N3 0.51257 -0.06223 2.12411  -0.856
C1 3.36857 -1.97199 -1.53729  -0.719
C2 -0.73498 -2.15234 2.22439  -0.620
C3 -2.57253 3.15482 1.86620  -0.085
C4 -0.77962 -0.89920 -3.16923  0.067
C5 -4.07512 3.19475 1.60688  -0.615
C6 -2.67333 4.37205 -1.09095  -0.252
C7 0.63903 -1.51811 2.03673  -0.058
C8 3.50538 -3.34574 -2.19329  -0.604
C9 1.71740 -2.08697 2.97110  -0.074
C10 -0.25825 -0.66784 -1.74235  -0.270
C11 -1.78092 4.24501 1.12890  -0.075
C12 3.47974 0.40262 -3.24518  -0.939
C13 0.71637 -2.29383 5.13662  -0.252
C14 -0.79311 -2.37653 -3.56146  -0.629
H1 4.23334 0.61172 -2.49733  0.240
H2 -0.25811 -1.57702 -1.15588  0.234
H3 -2.26928 4.59090 -2.07961  0.187
H4 -2.42350 3.32411 2.93618  0.195
H5 1.07304 -2.18895 6.15927  0.203
H6 2.69388 -1.75383 2.60366  0.177
H7 3.95001 -0.00018 -4.13113  0.264
H8 -0.96293 -0.00664 -1.24987  0.245
H9 4.34064 -3.86226 -1.74298  0.237
H10 0.30636 1.65676 -1.46757  0.500
H11 -2.03275 1.74746 0.53420  0.334
H12 -1.23294 -1.78124 3.11747  0.223
H13 0.96553 -1.74334 1.00770  0.136
H14 0.37787 0.18494 3.10192  0.380
H15 1.40487 0.36769 1.88815  0.346
H16 -0.27777 -1.84657 5.07899  0.169
H17 -1.08670 1.74895 1.82888  0.361
H18 -4.59796 2.58719 2.34414  0.226
H19 2.87782 1.26769 -3.48087  0.270
H20 2.91662 -2.03934 -0.55388  0.231
H21 -4.46213 4.21286 1.67537  0.210
H22 -0.21581 -0.32688 -3.89964  0.190
H23 -1.70874 -2.56651 -4.09858  0.253
H24 1.72397 -3.18438 2.94643  0.174
H25 -0.71071 -3.01834 -2.69551  0.203
H26 -1.38300 -1.91445 1.37992  0.215
H27 0.65759 -3.35793 4.89398  0.173
H28 -0.77570 4.28078 1.55663  0.182
H29 3.65155 -3.23847 -3.25997  0.216
H30 -2.22784 5.23497 1.27841  0.175
H31 -4.33120 2.79693 0.62496  0.199
H32 -3.39901 3.56143 -1.19192  0.166
H33 -3.17582 5.26651 -0.71654  0.183
H34 2.58869 -3.90642 -2.07852  0.219
H35 1.39246 -0.28014 -0.63024  0.417
H36 0.07007 -2.59516 -4.17350  0.229
H37 4.33447 -1.48875 -1.47983  0.239
H38 -0.66112 -3.23847 2.29705  0.214
H39 -2.12957 0.47859 -3.51863  0.477

Results
- Electronic energy: -37090.133 eV
- Strongest force on any atom: 1.35 eV/A
- LUMO level: -0.0937 hartree
- HOMO-LUMO gap: 8.908 eV
- Energy above the lowest of the compared OMol25 structures with the same formula, charge and spin: 9.0 kcal per mole
- Charge: +1

***

(4)
Molecular formula: C4H10NO
Method: DFT, ωB97M-V/def2-TZVPD

Each line ends with the natural charge from an NBO analysis.
Cartesian coordinates (Å):
O1 0.00675 -1.90512 0.38377  -1.004
N1 0.47996 2.86201 -0.48373  -0.839
C1 1.29377 0.55782 -0.39357  -0.705
C2 0.18552 1.52854 -0.09042  0.193
C3 -0.93412 1.15652 0.52886  -0.542
C4 -0.73338 -3.05080 0.47327  -0.190
H1 2.26800 0.85122 0.01130  0.187
H2 -0.47207 -3.78648 -0.32604  0.081
H3 -0.37508 3.38788 -0.61490  0.351
H4 -0.53071 -3.57962 1.43294  0.084
H5 -1.71413 1.85801 0.79730  0.162
H6 1.37863 0.50291 -1.48420  0.178
H7 1.02610 2.90025 -1.33339  0.353
H8 -1.84636 -2.91778 0.41646  0.077
H9 0.98170 -0.45541 -0.06327  0.340
H10 -1.01458 0.09005 0.74562  0.275

Results
- Electronic energy: -7846.588 eV
- Strongest force on any atom: 0.95 eV/A
- LUMO level: 0.1497 hartree
- HOMO-LUMO gap: 6.419 eV
- Energy above the lowest of the compared OMol25 structures with the same formula, charge and spin: 21.9 kcal per mole
- Charge: -1